No. 1
87
Properties=species:S:1:pos:R:3 method="wB97M-V/def2-TZVPD" energy_ev=-56934.262 orbital_gap_ev=9.88
H -2.6550 1.4994 -0.5849
C -1.1529 -1.4144 0.5740
H 4.6031 -4.1551 1.8263
H -4.3408 4.9533 -0.7631
H -4.2171 -0.1699 0.3896
H 3.1737 -1.5057 5.2209
H -3.7193 0.3951 1.9507
C 4.0928 1.6679 5.1639
H 5.0520 -2.7205 -0.8511
C 3.7195 -0.1505 3.6318
H 4.2598 1.0258 6.0364
C -6.2715 4.1657 -0.2726
C -3.5014 -0.3610 1.1956
C -2.0913 0.5724 -0.7243
H 5.7014 -4.3078 -0.4021
H 6.0105 2.6376 5.3087
O 0.3732 -2.4995 -2.2324
C -6.0702 3.0019 -3.7135
H 2.9315 -0.4914 2.9657
H 3.9684 -4.0925 -0.6354
H -6.6424 5.1111 0.1250
H 6.0048 1.2654 4.2037
O -0.6978 -4.6385 -2.4584
S -0.6869 -3.3609 -1.8299
C -1.7755 -2.8106 0.3653
H -6.7178 3.8389 -3.4485
H -1.8020 -2.9517 2.3808
H 3.0641 3.8006 -3.6770
O -5.2321 -1.2487 -1.9955
C -5.1485 4.4192 -1.2645
H 1.7524 4.8190 -3.0891
O 3.2259 1.0325 4.2442
H -6.1860 1.9573 -1.8186
C -5.4259 2.3698 -2.4922
H 1.9607 -3.8030 2.9222
H 2.0187 -0.1453 -3.4840
C 2.3881 0.6836 -4.0901
H -2.7512 -4.1819 -0.8346
H 5.2448 2.7781 3.7158
H -0.6316 -1.4703 1.5364
H 3.2876 1.0724 -3.6102
H -6.6783 2.2653 -4.2397
H -5.9163 3.5527 0.5575
C -2.0757 -0.1593 0.6338
C 2.4160 -2.6756 1.1343
H 5.6796 -2.7979 1.5552
H -5.3061 3.3770 -4.3958
H 4.5824 0.0766 2.9981
C 4.0497 -1.2567 4.6187
O -0.6444 -3.6064 -0.2199
H 3.5496 2.5433 5.5219
H 1.6697 2.5693 -4.8768
N -2.1451 -3.4683 1.5816
C -2.7915 -3.0882 -0.7301
H 0.8770 -4.1176 1.5557
H -2.5436 -0.0478 -1.4986
H 4.3717 -2.1482 4.0820
H 2.5410 2.1316 -1.8318
C 4.7488 -3.2557 1.2167
H 2.4956 -4.8064 1.5774
H -5.4910 5.0661 -2.0798
C 2.4890 4.0716 -2.7905
C 1.9099 -3.9236 1.8375
H 2.6742 0.2997 -5.0701
C 5.4155 2.1105 4.5616
O 0.8403 2.2567 -3.0070
H 1.2555 3.1877 -1.2799
C 1.8020 2.8677 -2.1680
O -2.1383 -2.6159 -1.9339
H 0.4476 1.3211 -4.7370
H -1.0761 0.8776 -0.9841
H 2.3283 -2.7807 0.0477
C 1.3177 1.7500 -4.2393
H 1.7883 -1.8275 1.4140
H -3.1538 -3.5125 1.6750
H 3.1759 4.5241 -2.0743
O 3.7360 -2.3051 1.4927
N -4.1836 -2.7986 -0.5296
H -7.1132 3.6454 -0.7318
H -3.7019 -1.3488 1.6015
H -0.3701 -1.2003 -0.1537
C -4.7258 -2.0632 -1.3522
H 4.8498 -0.9698 5.3038
O -4.5616 3.2398 -1.7814
C 4.8719 -3.6153 -0.2537
H -4.8049 1.5312 -2.8083
H -1.5772 0.5366 1.3153

=====

No. 2
90
Properties=species:S:1:pos:R:3 method="wB97M-V/def2-TZVPD" relative_energy_kj_mol=0.0 energy_ev=-55403.716 orbital_gap_ev=10.16
O 1.6771 3.3414 -2.3457
H 2.9199 1.7979 2.5639
H -0.1729 -0.4762 -3.4667
O -1.9001 -2.2844 4.1860
H -4.5216 2.3076 -1.3399
H -3.4713 -3.3427 2.0982
H 5.7017 3.6347 -3.1030
C 1.3093 0.7573 -4.6717
O 2.5763 -3.4876 -3.0870
H -0.0681 -5.4433 -4.7152
C 0.7107 4.6205 1.1231
H 3.6095 -3.6907 -1.3701
H -4.8679 -5.1619 3.0489
H 0.3295 1.5707 3.5270
H -0.3507 -1.6629 1.5492
C 2.6567 -4.0128 -1.7987
C -0.2711 3.7664 1.9391
C 0.1246 -4.5026 1.3841
O 4.1993 0.9447 -1.9935
H -1.9791 0.5816 4.9730
H 2.2581 0.4826 -5.1720
C 5.1188 1.4935 -2.9509
H 4.9118 3.3600 -0.2768
C 1.2763 1.1256 3.3789
C 5.5730 2.8490 -2.3364
H -2.9688 2.7113 0.3006
H 1.7880 -3.8877 -3.5807
H 0.6034 0.9445 -5.4309
O -3.2074 -4.2471 2.1647
H -0.3015 -0.0124 1.0122
C -2.5795 -1.3356 3.8907
H 5.9064 0.8260 -3.1318
H 0.4239 6.8374 1.6455
H 1.0679 0.5154 2.4831
O 1.5637 2.1500 -4.2086
H 1.0385 4.1748 0.1490
O 0.0616 -4.5001 -4.4021
H 1.0565 -4.1785 0.8237
C 0.0671 6.0017 0.9726
H 6.5659 2.6182 -1.9333
H 4.6077 1.6778 -3.8666
O -2.7053 4.2809 2.1002
C 0.9918 0.9670 -2.2647
O 2.1981 2.1776 3.1270
C 0.0790 -1.0008 0.7605
O -3.1028 1.7644 0.1273
H -3.3764 -0.3127 5.5078
C -2.8229 0.0283 4.6139
H 2.5797 -5.1024 -1.8685
C -4.3502 -5.1206 2.1235
H 1.5867 -0.8574 -3.3497
H 0.0146 3.7423 2.9684
H -5.2494 -0.7693 3.2362
C 1.4414 2.2931 -2.8677
C 0.8537 -0.0150 -3.4246
C -0.9391 -4.0547 -3.4748
H -0.2638 2.7590 1.4826
O -1.3513 5.7507 1.3120
H 1.1314 -0.8871 0.9319
H -0.4948 -3.3966 -2.7585
H -4.0961 0.6824 -1.1920
H -1.8021 -4.2140 0.9054
C -4.3299 -0.3536 2.7936
H -1.7433 -3.5449 -4.0200
H 1.6319 4.7421 1.7142
O -0.9499 -4.2555 0.4459
H 0.0044 6.4255 -0.0871
H 1.8296 -3.8335 -1.0538
H -3.9082 -6.1246 1.8197
H -3.1712 1.4069 2.9165
H -4.6212 -0.0921 1.7861
H -1.3654 -4.9861 -3.0891
H -5.0579 -4.8175 1.3366
H 1.5120 0.4838 4.2403
O -0.3968 -1.4235 -0.5378
C -3.6662 1.6582 -1.1956
H -4.5178 1.3397 4.1140
C -1.5830 4.5589 1.8295
H -2.8374 1.7592 -1.9522
H 3.7019 3.8221 -1.5229
H 0.0977 -3.8448 2.2605
O 3.3703 1.3914 0.0103
O -3.3961 -1.3978 2.7706
H 0.2196 -5.5619 1.6221
C 4.5248 3.1245 -1.2389
H -0.6677 -2.3389 -0.5100
H 1.6561 0.6756 -1.4410
C -3.7232 0.7937 3.6168
C 3.9743 1.7384 -0.9830
H 0.0469 1.0756 -1.6736